{
  "formula": "C7H11N5",
  "method": "wB97M-V/def2-TZVPD",
  "fmax_ev_per_a": 3.40,
  "relative_energy_ev": 1.658,
  "energy_ha": -546.43131,
  "smiles": "C[N+]1=C2CC(=C(N)NC=N2)[NH+]=C1",
  "homo_ha": -0.63380,
  "total_charge": 2,
  "symbols": ["C", "N", "C", "C", "C", "C", "N", "N", "C", "N", "N", "C", "H", "H", "H", "H", "H", "H", "H", "H", "H", "H", "H"],
  "positions_angstrom": [[2.20, 1.83, 0.74], [0.77, 1.32, 0.49], [0.07, 0.33, 1.16], [-1.37, 0.35, 0.98], [-1.12, -0.10, -0.46], [-0.98, -1.46, -0.73], [-1.46, -2.02, -1.88], [-0.54, -2.30, 0.24], [0.29, -1.95, 1.35], [0.64, -0.78, 1.65], [-0.69, 0.98, -1.22], [0.28, 1.74, -0.67], [3.12, 1.36, 0.15], [2.09, 2.92, 0.52], [2.45, 1.64, 1.80], [-1.65, 1.42, 0.87], [-2.03, -0.20, 1.63], [-1.69, -1.38, -2.66], [-1.57, -2.99, -2.22], [-0.49, -3.34, -0.04], [0.63, -2.90, 1.87], [-1.14, 1.22, -2.05], [0.52, 2.73, -1.07]],
  "mulliken_charge": [-0.84, 0.10, 0.50, -0.55, 0.00, 0.60, -0.44, -0.16, -0.16, -0.37, -0.06, -0.11, 0.30, 0.40, 0.37, 0.31, 0.28, 0.23, 0.23, 0.38, 0.37, 0.24, 0.37]
}



{
  "formula": "C7H11N6",
  "method": "wB97M-V/def2-TZVPD",
  "fmax_ev_per_a": 4.78,
  "relative_energy_ev": 1.277,
  "energy_ha": -601.59694,
  "smiles": "N[C@]1(c2ccn[nH]2)C=CNC(=[NH2+])N1",
  "homo_ha": -0.46053,
  "total_charge": 1,
  "symbols": ["N", "C", "C", "C", "C", "N", "N", "C", "C", "N", "C", "N", "N", "H", "H", "H", "H", "H", "H", "H", "H", "H", "H", "H"],
  "positions_angstrom": [[-0.62, 2.03, -0.78], [-0.25, 0.75, -0.07], [-1.46, -0.05, 0.13], [-1.83, -1.18, -0.54], [-3.09, -1.53, -0.03], [-3.46, -0.62, 0.83], [-2.48, 0.24, 0.94], [0.39, 0.92, 1.52], [1.34, 0.09, 1.85], [1.74, -0.96, 0.91], [1.57, -0.84, -0.39], [2.12, -1.67, -1.23], [0.80, 0.10, -0.85], [-1.55, 2.29, -0.72], [-0.07, 2.78, -0.44], [-1.20, -1.70, -1.24], [-3.74, -2.30, -0.44], [-2.65, 1.11, 1.36], [0.08, 1.87, 1.85], [1.88, -0.01, 2.83], [2.50, -1.52, 1.42], [2.85, -2.33, -1.05], [2.12, -1.58, -2.24], [0.59, 0.26, -1.89]],
  "mulliken_charge": [-0.61, 0.89, 0.00, -0.27, -0.65, -0.96, 0.39, -0.81, -0.28, -0.18, 0.60, -0.39, -0.33, 0.29, 0.25, 0.39, 0.42, 0.24, 0.47, 0.34, 0.34, 0.23, 0.21, 0.40]
}



{
  "formula": "C7H11NO",
  "method": "wB97M-V/def2-TZVPD",
  "fmax_ev_per_a": 9.97,
  "relative_energy_ev": 10.158,
  "energy_ha": -402.96065,
  "homo_ha": -0.31057,
  "total_charge": 0,
  "symbols": ["C", "C", "C", "C", "C", "C", "C", "H", "H", "H", "H", "H", "H", "H", "H", "H", "H", "H", "N", "O"],
  "positions_angstrom": [[0.19, 0.03, 1.09], [-0.47, 0.77, -0.09], [0.83, 1.65, -0.39], [1.77, 0.26, -0.39], [1.13, -0.82, 0.15], [-0.32, -1.51, -0.37], [-1.92, 0.35, 0.24], [-0.66, 0.40, -1.19], [0.89, 2.27, -1.26], [1.00, 2.30, 0.49], [2.09, 0.15, -1.60], [2.83, 0.35, -0.19], [1.49, -1.62, 0.85], [-0.09, -2.64, -0.16], [-0.42, -1.31, -1.55], [-2.22, -1.97, 1.11], [-2.25, 1.03, 1.03], [-2.70, 0.67, -0.57], [-1.53, -0.92, 0.55], [0.34, 0.56, 2.27]],
  "mulliken_charge": [0.64, -0.17, -0.89, -0.89, 0.03, -0.58, -0.60, 0.21, 0.43, 0.27, 0.30, 0.38, 0.42, 0.42, 0.24, 0.36, 0.30, 0.27, -0.41, -0.72]
}



{
  "formula": "C7H11NO",
  "method": "wB97M-V/def2-TZVPD",
  "fmax_ev_per_a": 3.64,
  "relative_energy_ev": 4.860,
  "energy_ha": -403.15535,
  "smiles": "C=C=C(C)CNC(C)=O",
  "homo_ha": [-0.28790, -0.30576],
  "total_charge": 0,
  "symbols": ["C", "C", "C", "C", "C", "N", "C", "C", "O", "H", "H", "H", "H", "H", "H", "H", "H", "H", "H", "H"],
  "positions_angstrom": [[0.42, 2.13, -0.66], [0.03, 0.91, -0.34], [-1.04, 0.24, 0.19], [-2.45, 0.59, -0.14], [-0.76, -1.09, 0.83], [0.14, -1.64, -0.18], [1.32, -0.69, -0.57], [2.32, -0.59, 0.57], [1.76, -0.86, -1.73], [1.45, 2.32, -0.92], [-0.24, 2.99, -0.56], [-2.64, 1.65, 0.05], [-2.68, 0.38, -1.19], [-3.18, 0.00, 0.44], [-0.23, -0.99, 1.78], [-1.65, -1.70, 0.93], [-0.32, -1.96, -1.02], [1.85, -0.53, 1.55], [2.98, -1.46, 0.53], [2.93, 0.30, 0.42]],
  "mulliken_charge": [-0.94, 0.30, 0.80, -1.40, -0.73, -0.44, 0.63, -0.95, -0.62, 0.28, 0.28, 0.33, 0.30, 0.40, 0.20, 0.43, 0.28, 0.26, 0.32, 0.28]
}



{
  "formula": "C7H11NO",
  "method": "wB97M-V/def2-TZVPD",
  "fmax_ev_per_a": 4.07,
  "relative_energy_ev": 4.405,
  "energy_ha": -403.17209,
  "smiles": "C#CC(=O)NC(C)(C)C",
  "homo_ha": -0.32648,
  "total_charge": 0,
  "symbols": ["C", "C", "C", "O", "N", "C", "C", "C", "C", "H", "H", "H", "H", "H", "H", "H", "H", "H", "H", "H"],
  "positions_angstrom": [[0.72, 1.72, 2.38], [0.69, 0.64, 1.79], [1.58, -0.38, 1.22], [2.49, -0.92, 1.81], [1.15, -0.80, -0.04], [-0.01, -0.28, -0.65], [0.18, 1.11, -1.22], [-0.63, -1.25, -1.62], [-1.26, -0.11, 0.77], [0.37, 2.64, 2.77], [1.41, -1.75, -0.25], [0.85, 1.05, -2.08], [-0.78, 1.51, -1.57], [0.61, 1.79, -0.50], [-0.72, -2.25, -1.18], [-0.02, -1.33, -2.53], [-1.62, -0.91, -1.91], [-2.06, 0.32, 0.17], [-1.45, -1.17, 0.91], [-1.49, 0.37, 1.72]],
  "mulliken_charge": [-0.08, -0.40, 0.43, -0.58, -0.17, 0.99, -1.34, -1.68, -1.21, 0.39, 0.27, 0.40, 0.31, 0.36, 0.46, 0.42, 0.37, 0.38, 0.28, 0.39]
}



{
  "formula": "C7H11NO",
  "method": "wB97M-V/def2-TZVPD",
  "fmax_ev_per_a": 7.61,
  "relative_energy_ev": 9.044,
  "energy_ha": -403.00160,
  "homo_ha": -0.32945,
  "total_charge": 0,
  "symbols": ["C", "C", "C", "C", "C", "C", "C", "H", "H", "H", "H", "H", "H", "H", "H", "H", "H", "H", "N", "O"],
  "positions_angstrom": [[-0.96, -2.04, -1.32], [-0.26, -0.98, -0.78], [-0.16, -0.88, 0.77], [0.22, 0.44, 0.39], [0.46, 1.81, 1.03], [1.52, 0.05, -0.17], [1.07, -0.80, -1.25], [-0.59, -1.85, -2.46], [-0.51, -3.07, -0.80], [-2.21, -1.78, -1.67], [0.63, -1.45, 1.34], [-1.38, -0.92, 1.08], [1.31, 2.37, 0.42], [1.15, 1.30, 1.87], [-1.39, 2.48, 0.55], [-1.09, 2.35, 2.31], [2.29, 1.00, 0.13], [1.53, -1.17, -2.20], [-0.72, 2.68, 1.44], [-0.91, 0.45, -0.70]],
  "mulliken_charge": [-1.15, 0.88, -0.41, 0.76, -0.71, -0.70, -0.50, 0.31, 0.25, 0.27, 0.31, 0.22, 0.18, 0.34, 0.34, 0.29, 0.22, 0.34, -0.60, -0.62]
}



{
  "formula": "C7H11NO",
  "method": "wB97M-V/def2-TZVPD",
  "fmax_ev_per_a": 3.45,
  "relative_energy_ev": 5.657,
  "energy_ha": -403.12605,
  "homo_ha": [-0.32450, -0.32453],
  "total_charge": 0,
  "symbols": ["C", "C", "C", "C", "C", "O", "N", "C", "C", "H", "H", "H", "H", "H", "H", "H", "H", "H", "H", "H"],
  "positions_angstrom": [[-0.21, 0.57, 0.77], [-1.05, 1.80, 0.49], [1.00, 0.80, 1.67], [-0.99, -1.76, -1.35], [0.19, -1.39, -0.48], [-0.85, -0.55, 0.97], [1.12, -2.13, -0.02], [0.66, 0.10, -0.88], [1.27, 0.74, -1.73], [0.81, -2.82, 0.65], [1.65, -0.07, 1.63], [1.54, 1.70, 1.39], [-1.87, 1.56, -0.18], [-1.45, 2.17, 1.43], [-0.44, 2.59, 0.03], [0.63, 0.89, 2.70], [-1.72, -0.96, -1.37], [-1.45, -2.66, -0.95], [-0.62, -1.95, -2.36], [1.77, 1.37, -2.42]],
  "mulliken_charge": [1.30, -1.34, -1.42, -1.18, 1.05, -0.68, -0.70, -0.69, -0.19, 0.28, 0.39, 0.32, 0.29, 0.38, 0.34, 0.42, 0.32, 0.33, 0.32, 0.45]
}



{
  "formula": "C7H11NO",
  "method": "wB97M-V/def2-TZVPD",
  "fmax_ev_per_a": 6.40,
  "relative_energy_ev": 3.568,
  "energy_ha": -403.20283,
  "smiles": "C#C[C@@H](C)N(C)C(C)=O",
  "homo_ha": -0.34475,
  "total_charge": 0,
  "symbols": ["C", "C", "C", "C", "N", "C", "C", "C", "O", "H", "H", "H", "H", "H", "H", "H", "H", "H", "H", "H"],
  "positions_angstrom": [[2.23, -2.39, 0.67], [1.58, -1.37, 0.73], [0.97, -0.11, 0.83], [1.85, 1.01, 0.29], [-0.39, -0.13, 0.06], [-0.36, -0.57, -1.31], [-1.38, 0.67, 0.57], [-2.64, 0.88, -0.35], [-1.28, 1.21, 1.66], [2.70, -3.38, 1.00], [0.62, 0.21, 1.89], [1.80, 0.90, -0.74], [1.18, 1.75, 0.50], [2.80, 0.95, 0.81], [0.46, -1.39, -1.49], [-1.29, -1.20, -1.38], [-0.17, 0.11, -2.02], [-3.24, -0.05, -0.42], [-3.19, 1.81, 0.11], [-2.23, 1.08, -1.41]],
  "mulliken_charge": [0.22, -0.98, 0.32, -1.32, 0.04, -1.16, 0.74, -1.01, -0.65, 0.37, 0.33, 0.33, 0.42, 0.40, 0.30, 0.40, 0.38, 0.28, 0.28, 0.30]
}



{
  "formula": "C7H11NO2",
  "method": "wB97M-V/def2-TZVPD",
  "fmax_ev_per_a": 4.92,
  "relative_energy_ev": 2.602,
  "energy_ha": -478.50117,
  "homo_ha": -0.32783,
  "total_charge": 0,
  "symbols": ["C", "C", "C", "C", "C", "C", "C", "N", "O", "O", "H", "H", "H", "H", "H", "H", "H", "H", "H", "H", "H"],
  "positions_angstrom": [[-1.35, -0.11, 0.78], [-0.19, 0.28, -1.23], [0.58, -0.50, 1.00], [1.00, -0.10, -0.42], [0.88, -1.89, 1.49], [2.06, 1.03, -0.33], [-2.53, 0.90, -1.05], [-1.39, 0.39, -0.49], [-2.21, -0.51, 1.52], [-0.09, 0.40, -2.44], [0.60, 0.34, 1.77], [1.56, -0.99, -0.88], [1.53, -2.30, 0.68], [-0.12, -2.35, 1.73], [1.43, -2.07, 2.50], [1.79, 1.69, -1.07], [3.00, 0.72, -0.58], [2.02, 1.63, 0.56], [-3.37, 0.99, -0.36], [-3.00, 0.53, -1.96], [-2.19, 1.93, -1.21]],
  "mulliken_charge": [0.37, -0.21, -0.12, 0.84, -1.04, -1.57, -0.96, 0.12, -0.55, -0.58, 0.39, 0.31, 0.29, 0.27, 0.24, 0.45, 0.36, 0.39, 0.35, 0.29, 0.36]
}



{
  "formula": "C7H11NO2Si",
  "method": "wB97M-V/def2-TZVPD",
  "fmax_ev_per_a": 3.77,
  "relative_energy_ev": 3.175,
  "energy_ha": -767.82374,
  "homo_ha": [-0.32788, -0.32682],
  "total_charge": 0,
  "symbols": ["C", "C", "C", "C", "C", "C", "C", "N", "O", "O", "Si", "H", "H", "H", "H", "H", "H", "H", "H", "H", "H", "H"],
  "positions_angstrom": [[0.58, 2.12, 0.17], [-0.93, 2.05, -0.07], [1.23, 0.98, 0.14], [-1.39, 0.87, -0.42], [2.66, 0.79, 0.54], [0.29, -1.47, -1.73], [-0.18, -1.52, 1.35], [-3.43, -0.18, -0.31], [-4.32, 0.52, -0.05], [-3.29, -1.35, -0.41], [-0.03, -0.44, -0.20], [1.10, 3.09, 0.25], [-1.40, 3.00, -0.19], [2.83, 1.39, 1.61], [3.45, 1.11, -0.13], [2.78, -0.28, 0.83], [-0.68, -2.02, -1.92], [0.51, -0.81, -2.56], [1.07, -2.24, -1.66], [-0.09, -1.24, 2.42], [-1.14, -1.91, 1.16], [0.37, -2.45, 1.17]],
  "mulliken_charge": [-0.17, -0.43, 0.29, -0.10, -1.21, -0.95, -1.08, 0.66, -0.46, -0.44, 0.16, 0.38, 0.42, 0.27, 0.31, 0.31, 0.27, 0.33, 0.34, 0.34, 0.39, 0.36]
}